No. 1
Here is a cluster of 2 separate species, C9H15N2O2 in total in a non-equilibrium geometry from OMol25. Energies are from ωB97M-V/def2-TZVPD.

Results
Frontier orbital gap (alpha / beta) = 7.8 / 7.8 eV

Geometry as ORCA input:
```
! RIJCOSX wB97M-V def2-TZVPD def2/J DEFGRID3
* xyz 1 1
O -2.04 1.18 -0.84
O 2.79 -1.39 0.27
N -3.60 0.45 0.43
N 1.14 1.21 -0.77
C 1.57 -0.69 0.56
C 0.79 -0.16 -0.72
C 0.93 -0.79 -2.07
C -1.62 0.02 -0.20
C -2.74 -1.73 1.38
C -3.24 1.38 -0.39
C 1.85 0.60 1.37
C 2.02 1.69 0.37
C -2.63 -0.49 0.55
H 0.38 -1.68 -2.16
H 2.71 -2.31 0.00
H 0.81 -1.39 0.98
H -3.85 2.13 -0.82
H -2.05 -1.71 2.34
H 1.90 2.79 0.67
H 2.80 0.50 1.92
H -3.75 -1.80 1.87
H 0.33 1.75 -0.49
H 3.00 1.75 -0.09
H 1.10 0.78 2.15
H -2.59 -2.59 0.65
H 1.38 1.57 -1.69
H 1.96 -0.97 -2.35
H 0.64 -0.10 -2.91
*
```

=====

No. 2
Here is a cluster of 2 separate species, C3H8NO in total in a non-equilibrium geometry from OMol25. Energies are from ωB97M-V/def2-TZVPD.

Results
Frontier orbital gap = 6.5 eV

Geometry as ORCA input:
```
! RIJCOSX wB97M-V def2-TZVPD def2/J DEFGRID3
* xyz -1 1
O -1.89 0.38 1.13
N 0.80 -0.20 -2.07
C 1.56 0.69 -1.20
C -1.14 -0.11 2.15
C -0.31 -0.66 -1.59
H -0.69 -0.19 -0.59
H 1.78 0.12 -0.24
H -0.97 -1.51 -2.14
H 0.91 1.55 -1.06
H 2.55 0.95 -1.70
H -1.65 -0.95 2.74
H -0.16 -0.71 1.75
H -0.80 0.64 2.83
*
```

=====

No. 3
Here is an isolated molecule of C22H26N4O2S from OMol25. Energies are from ωB97M-V/def2-TZVPD.

Results
Frontier orbital gap = 8.1 eV
SMILES = COc1ccc(N2CCN(C(=O)CCCSc3nc4ccccc4[nH]3)CC2)cc1

Geometry as ORCA input:
```
! RIJCOSX wB97M-V def2-TZVPD def2/J DEFGRID3
* xyz 0 1
S -4.25 -2.47 2.48
O -0.63 -4.59 -0.20
O 4.88 3.79 -2.47
N -3.44 -0.14 3.57
N 1.29 -0.25 -1.09
N -2.15 -0.85 1.89
N -0.51 -2.39 -0.64
C 2.60 3.11 -1.90
C 0.72 -2.25 0.13
C -2.18 1.98 4.11
C -3.20 -1.10 2.62
C -0.27 2.25 2.65
C -1.64 0.34 2.37
C 4.41 1.55 -2.00
C -3.33 -3.45 1.25
C 3.95 2.85 -2.13
C 2.20 0.76 -1.46
C 4.45 5.12 -2.65
C -0.53 1.08 1.97
C 0.12 -0.42 -1.93
C -3.52 -2.90 -0.16
C 1.75 2.07 -1.56
C 3.55 0.52 -1.67
C -0.99 -1.13 -1.14
C 1.80 -1.54 -0.67
C -2.45 0.80 3.44
C -1.15 -3.57 -0.64
C -2.58 -3.61 -1.15
C -1.07 2.69 3.70
H 4.05 5.54 -1.72
H 1.04 -3.25 0.41
H 0.10 0.74 1.16
H 0.71 2.30 -1.37
H 0.49 -1.67 1.03
H -2.67 -3.16 -2.14
H 5.46 1.36 -2.17
H -1.84 -1.28 -1.81
H 0.38 -1.04 -2.81
H -0.24 0.54 -2.27
H -1.30 -0.50 -0.30
H 3.70 5.20 -3.44
H -3.31 -1.83 -0.14
H 2.20 4.10 -1.97
H -4.20 -0.15 4.23
H -2.81 2.32 4.92
H -2.86 -4.66 -1.22
H 2.67 -1.39 -0.02
H -0.83 3.62 4.20
H -4.56 -3.04 -0.47
H 2.09 -2.16 -1.53
H 5.34 5.68 -2.94
H -2.29 -3.42 1.55
H -3.71 -4.47 1.34
H 0.59 2.84 2.36
H 3.95 -0.48 -1.61
*
```

=====

No. 4
Here is a cluster of 2 separate species, C3H5ClS in total in a non-equilibrium geometry from OMol25. Energies are from ωB97M-V/def2-TZVPD.

Results
Frontier orbital gap = 9.7 eV
SMILES = C#CCl.CS

Geometry as ORCA input:
```
! RIJCOSX wB97M-V def2-TZVPD def2/J DEFGRID3
* xyz 0 1
Cl -2.45 0.21 -2.41
S 1.41 -1.30 0.59
C -0.50 2.23 -2.60
C -1.32 1.40 -2.46
C 0.24 -0.96 1.92
H 0.19 3.11 -2.70
H -0.40 -1.80 1.94
H 0.70 -0.85 2.85
H 2.42 -2.05 1.20
H -0.30 0.01 1.70
*
```

=====

No. 5
Here is a cluster of 3 separate species, C4H11NO2 in total in a non-equilibrium geometry from OMol25. Energies are from ωB97M-V/def2-TZVPD.

Results
Frontier orbital gap = 9.3 eV
SMILES = C=N/C=C/C.O.O

Geometry as ORCA input:
```
! RIJCOSX wB97M-V def2-TZVPD def2/J DEFGRID3
* xyz 0 1
O 2.73 1.48 -1.30
O -1.42 -3.15 0.49
N 0.47 1.57 1.32
C -0.63 -0.08 -0.17
C 1.45 0.83 1.61
C -0.51 1.12 0.39
C -1.63 -0.09 -1.33
H -0.74 -3.78 0.74
H -2.62 0.20 -0.96
H 1.65 -0.13 1.09
H -1.32 1.82 0.26
H -2.21 -3.46 0.91
H 2.94 2.41 -1.43
H 2.81 1.46 -0.35
H -1.33 0.73 -1.98
H 2.16 1.05 2.39
H -1.79 -1.06 -1.80
H -0.01 -0.92 0.11
*
```

=====

No. 6
Here is a cluster of 3 separate species, C4H6O2S in total from OMol25. Energies are from ωB97M-V/def2-TZVPD.

Results
Frontier orbital gap = 9.3 eV

Geometry as ORCA input:
```
! RIJCOSX wB97M-V def2-TZVPD def2/J DEFGRID3
* xyz 0 1
S 2.51 -0.74 0.10
O 2.83 -0.85 1.49
O 2.94 -1.82 -0.74
C -1.17 -0.87 -0.96
C 0.49 1.55 2.40
C -1.65 -0.29 -2.05
C -0.40 1.93 1.69
H -1.17 2.28 1.07
H -2.70 -0.34 -2.29
H 1.27 1.18 3.00
H -0.12 -0.85 -0.70
H -1.81 -1.42 -0.29
H -1.02 0.25 -2.73
*
```

=====

No. 7
Here is an isolated molecule of C13H26NO2 from OMol25. Energies are from ωB97M-V/def2-TZVPD.

Results
⟨S²⟩ = 0.75
Frontier orbital gap (alpha / beta) = 8.7 / 10.1 eV

Geometry as ORCA input:
```
! RIJCOSX wB97M-V def2-TZVPD def2/J DEFGRID3
* xyz 0 2
O 3.29 -1.00 -0.45
O -3.31 0.62 1.19
N 2.11 -0.55 -0.39
C -2.97 0.76 3.58
C 0.42 -2.15 0.34
C -2.18 0.03 0.58
C -3.64 0.03 2.43
C 2.00 0.91 -0.54
C 2.88 1.56 0.54
C 1.01 -1.45 -0.89
C -0.04 -0.69 -1.71
C 0.56 1.38 -0.32
C 2.51 1.32 -1.94
C -1.89 0.79 -0.71
C 1.62 -2.53 -1.79
C -0.46 0.72 -1.25
H 2.22 0.58 -2.68
H -4.73 0.08 2.54
H 2.13 2.30 -2.21
H 0.31 -0.64 -2.74
H -3.32 0.37 4.54
H -1.89 0.66 3.53
H 0.78 -3.09 -2.23
H 2.65 2.62 0.61
H -3.22 1.82 3.54
H 0.55 2.45 -0.50
H -0.36 -2.85 0.05
H -2.58 0.46 -1.48
H 2.18 -2.09 -2.61
H 0.29 1.25 0.73
H -2.12 1.84 -0.50
H 3.60 1.32 -1.92
H -0.49 1.33 -2.15
H -0.92 -1.33 -1.73
H -3.35 -1.03 2.43
H 2.64 1.11 1.51
H -1.33 0.09 1.27
H 2.23 -3.23 -1.23
H -2.39 -1.02 0.36
H 3.93 1.41 0.33
H 1.22 -2.72 0.82
H 0.06 -1.44 1.08
*
```

=====

No. 8
Here is a structure of composition C17H11BrClCoN2O3 from OMol25. Energies are from ωB97M-V/def2-TZVPD.

Results
⟨S²⟩ = 3.76
Frontier orbital gap (alpha / beta) = 7.0 / 7.0 eV

Geometry as ORCA input:
```
! RIJCOSX wB97M-V def2-TZVPD def2/J DEFGRID3
* xyz -1 4
Br -1.00 -0.93 6.69
Co -1.68 0.13 -0.71
Cl -3.05 1.78 -1.68
O 0.41 -2.30 -1.34
O -1.78 -1.76 -1.42
O -2.75 -0.14 0.99
N -0.20 0.57 -2.21
N 0.07 0.35 0.41
C 1.06 0.69 -1.74
C -0.58 -0.39 3.92
C -0.78 -2.53 -1.57
C 0.63 0.84 -4.43
C -1.51 -0.67 4.87
C -2.32 -0.29 2.16
C 0.14 0.09 1.67
C 3.45 1.05 -2.03
C 1.25 0.59 -0.33
C 1.90 0.97 -3.97
C 2.16 0.90 -2.59
C 2.51 0.76 0.18
C 3.61 0.98 -0.67
C -0.41 0.65 -3.49
C -2.87 -0.76 4.51
C -0.94 -0.19 2.56
C -3.25 -0.59 3.22
H 2.73 1.13 -4.66
H 4.30 1.22 -2.68
H -3.60 -0.99 5.28
H 1.11 0.07 2.16
H -1.04 -3.54 -1.97
H 2.70 0.72 1.25
H 4.60 1.10 -0.23
H -4.29 -0.66 2.93
H -1.45 0.58 -3.80
H 0.39 0.89 -5.48
H 0.47 -0.32 4.19
*
```

=====

No. 9
Here is a structure of composition C37H36N8O4Pd from OMol25. Energies are from ωB97M-V/def2-TZVPD.

Results
Frontier orbital gap = 7.5 eV

Geometry as ORCA input:
```
! RIJCOSX wB97M-V def2-TZVPD def2/J DEFGRID3
* xyz 2 1
Pd -1.25 -0.59 0.04
O -2.27 0.58 -5.07
O -0.35 4.49 -5.59
O 3.90 -0.69 0.96
O 0.15 -1.73 -0.84
N 0.37 -0.32 2.36
N -1.74 -2.08 1.42
N -2.02 2.78 -5.53
N 3.04 -1.49 -1.36
N -3.93 0.59 2.84
N -0.77 0.83 -1.32
N 0.84 -1.78 3.98
N -2.60 0.47 1.10
C 0.83 2.40 -2.11
C -2.76 -1.61 2.40
C -1.44 0.94 -2.47
C 2.29 -3.63 -0.39
C -1.17 -2.29 -2.73
C 0.22 -1.55 2.79
C 2.46 -1.40 -2.52
C -3.95 1.85 2.25
C 2.80 -4.06 1.91
C -4.63 3.01 2.59
C 1.64 1.61 3.37
C -3.11 1.76 1.15
C 0.06 -1.97 -2.12
C -0.17 -2.29 -4.93
C 2.76 1.03 5.45
C 1.19 -1.84 -2.97
C 0.14 2.52 -3.31
C -1.67 4.15 -5.23
C 2.82 -2.36 -0.25
C 1.03 -1.97 -4.38
C -2.90 2.87 0.33
C -4.43 4.10 1.77
C 3.36 -1.93 0.97
C -1.28 -2.45 -4.09
C -3.57 4.03 0.66
C -0.52 -2.62 2.05
C -1.02 1.78 -3.49
C 2.29 -0.27 5.42
C 1.16 0.30 3.32
C 2.44 1.96 4.44
C -1.83 1.67 -4.77
C 3.34 -2.79 2.05
C 4.60 -0.26 2.13
C 0.36 1.54 -1.14
C 2.27 -4.48 0.70
C -3.11 -0.18 2.12
C 1.48 -0.61 4.34
H -1.75 4.31 -4.16
H -2.32 0.33 -2.59
H -3.44 4.91 0.05
H 1.90 -1.83 -5.01
H 5.43 -0.93 2.35
H 2.81 -4.75 2.75
H 1.38 2.33 2.60
H -0.30 4.66 -6.54
H -4.44 0.31 3.67
H 1.74 2.96 -1.93
H -2.53 2.58 -6.38
H 3.07 -0.88 -3.26
H 1.91 -3.95 -1.36
H 3.92 -0.20 2.99
H 0.87 1.39 -0.20
H 3.89 -0.95 -1.25
H -3.65 -2.24 2.35
H 2.83 2.96 4.51
H 4.98 0.73 1.90
H -5.29 3.06 3.45
H 0.51 3.17 -4.09
H 3.77 -2.49 3.00
H 0.11 -3.00 1.25
H -2.04 -2.38 -2.09
H -2.25 -2.68 -4.52
H -2.40 4.78 -5.73
H -2.35 -1.69 3.41
H -0.27 -2.40 -6.00
H -4.93 5.03 1.99
H -0.77 -3.44 2.72
H 1.87 -5.48 0.59
H 2.53 -0.97 6.20
H 3.40 1.34 6.27
H -2.25 2.83 -0.53
H -2.15 -2.83 0.87
H 0.89 -2.66 4.46
*
```

=====

No. 10
Here is a structure of composition C4H4O12Rb in a non-equilibrium geometry from OMol25. Energies are from ωB97M-V/def2-TZVPD.

Results
Frontier orbital gap = 4.8 eV

Geometry as ORCA input:
```
! RIJCOSX wB97M-V def2-TZVPD def2/J DEFGRID3
* xyz -3 1
Rb -5.55 -0.06 -19.08
O -3.01 2.29 -15.94
O -4.61 0.76 -16.47
O -8.02 -3.40 -16.23
O -5.17 2.72 -15.54
O -9.50 1.93 -17.98
O -7.23 2.01 -17.70
O -9.28 -3.04 -18.05
O -4.25 -1.46 -21.45
O -7.52 -1.68 -17.58
O -5.41 -2.79 -20.12
O -3.35 -3.40 -20.58
O -8.64 2.86 -16.15
C -4.24 1.97 -15.91
C -8.53 2.22 -17.23
C -4.31 -2.62 -20.70
C -8.20 -2.66 -17.25
H -3.76 0.36 -16.68
H -5.18 -1.22 -21.56
H -6.73 2.30 -16.89
H -9.48 -3.91 -17.68
*
```

=====

No. 11
Here is a cluster of 5 separate species, C33H55FIN3O7 in total in a non-equilibrium geometry from OMol25. Energies are from ωB97M-V/def2-TZVPD.

Results
Frontier orbital gap = 8.4 eV
SMILES = CC(=O)N(C(C)=O)[C@@](C#N)(Cc1cccc(C)c1)[C@@](C#N)(CC(=O)I)C[C@H](C)F.CC(C)O.CC(C)O.CC(C)O.CC(C)O

Geometry as ORCA input:
```
! RIJCOSX wB97M-V def2-TZVPD def2/J DEFGRID3
* xyz 0 1
I 4.96 0.75 -3.83
F 4.19 -3.53 -1.52
O -4.42 2.94 -3.07
O -3.51 0.20 1.27
O -6.47 3.79 3.95
O 7.01 -0.76 2.99
O 5.94 1.91 -1.36
O 3.76 -0.87 4.57
O 1.20 -4.52 -4.85
N 3.27 1.70 0.76
N 6.55 -3.23 0.81
N 4.70 -0.78 2.48
C -0.23 -6.37 -4.30
C 3.71 0.72 0.37
C -5.13 1.91 1.81
C -5.25 5.86 4.08
C 5.59 0.84 -1.77
C 5.10 -2.79 4.27
C 4.41 -1.59 1.29
C 0.64 -2.86 1.66
C -4.40 1.48 -0.56
C 3.70 -2.33 -2.11
C -0.91 -4.66 -6.01
C -3.16 4.36 -4.55
C 0.17 -0.17 2.66
C -0.07 1.30 3.18
C 6.31 1.34 2.23
C 3.24 -1.21 -1.12
C -0.98 -1.05 2.45
C -3.23 3.01 -3.86
C -3.22 1.87 -4.86
C -3.97 1.50 0.90
C 3.20 -2.60 1.49
C -0.73 -2.41 1.93
C 1.83 -1.97 1.87
C 2.42 -2.76 -2.96
C -7.70 5.75 4.61
C 4.27 -0.71 -0.05
C 4.47 -1.45 3.77
C 5.63 -2.57 0.97
C 1.54 -0.64 2.39
C 6.03 -0.19 2.57
C 5.65 -0.41 -0.77
C -0.17 -4.91 -4.70
C -6.58 5.19 3.75
H -3.14 2.20 1.03
H -6.26 3.63 4.88
H -1.59 -3.08 1.74
H -2.25 4.45 -5.14
H -7.51 5.56 5.67
H 6.90 1.47 1.29
H -2.38 2.90 -3.17
H -5.95 1.20 1.72
H -7.82 6.82 4.47
H 0.32 -6.54 -3.37
H 4.46 -2.01 -2.88
H -1.13 1.45 3.53
H -4.81 1.90 2.85
H 2.68 -3.50 -3.74
H 0.24 -7.01 -5.06
H 6.94 1.72 3.08
H -2.04 -0.67 2.65
H -4.46 5.44 3.46
H 3.02 -3.23 0.57
H 1.69 -3.27 -2.26
H 0.04 1.95 2.26
H 3.43 -3.39 2.28
H -6.82 5.35 2.69
H -4.08 1.93 -5.53
H 1.95 -1.84 -3.42
H -5.30 6.94 3.91
H -4.02 4.51 -5.21
H 5.67 -2.62 5.23
H 2.38 0.06 2.60
H -4.75 2.46 -0.88
H 0.80 -3.90 1.28
H 2.23 -1.51 -0.72
H 5.34 1.92 2.25
H -4.97 5.67 5.12
H -1.97 -4.94 -5.92
H -5.49 2.90 1.56
H -3.18 5.17 -3.81
H 6.49 -0.13 -0.07
H -5.21 0.76 -0.72
H -0.47 -5.24 -6.82
H 5.88 -3.20 3.55
H -1.26 -6.70 -4.16
H -2.31 1.89 -5.47
H -5.17 3.03 -3.67
H 3.02 -0.31 -1.78
H -0.60 -4.29 -3.91
H -3.28 0.91 -4.35
H -0.85 -3.61 -6.29
H -3.57 1.18 -1.20
H 6.06 -1.29 -1.35
H 0.71 1.64 3.90
H -8.65 5.25 4.38
H 1.59 -5.06 -5.55
H 4.36 -3.60 4.48
H -4.24 -0.42 1.16
*
```

=====

No. 12
Here is a cluster of 8 separate species, BF4H14O7 in total in a non-equilibrium geometry from OMol25. Energies are from ωB97M-V/def2-TZVPD.

Results
Frontier orbital gap = 10.3 eV

Geometry as ORCA input:
```
! RIJCOSX wB97M-V def2-TZVPD def2/J DEFGRID3
* xyz -1 1
F -0.10 -0.32 0.71
F 0.37 1.53 -0.43
F -0.64 -0.23 -1.49
F -1.71 1.07 0.04
O -3.12 0.52 -2.33
O 1.90 0.62 -2.88
O 2.62 2.09 0.94
O 0.57 -3.21 -0.95
O -1.98 -1.79 1.47
O -0.49 2.36 2.14
O 0.72 -2.14 2.65
B -0.51 0.51 -0.33
H -2.44 -1.12 0.97
H -0.73 1.60 1.61
H 3.31 2.66 0.59
H 0.95 -1.39 2.11
H -1.05 -1.58 1.38
H 2.28 1.44 -2.54
H 1.14 0.46 -2.33
H -2.39 0.05 -2.72
H 0.41 2.55 1.90
H 0.42 -2.30 -0.70
H -2.82 0.73 -1.44
H -0.26 -3.49 -1.35
H 1.54 -2.61 2.77
H 2.00 1.99 0.22
*
```

=====

Q: Number 12 is which compound?
A: BF4H14O7